The following is a DFT calculation (wB97M-V/def2-TZVPD) of 6 unconnected molecules or ions with the total composition C18H42Cl6O6.

```
72
Properties=species:S:1:pos:R:3:forces:R:3:lowdin_charge:R:1
C -0.82906 3.52378 -4.31474 0.076 0.480 0.947 -0.11
O -1.03992 3.06360 -3.00881 -0.680 -1.044 1.727 -0.20
C -1.35325 4.03572 -2.00558 -0.537 -0.261 -0.890 -0.20
C -1.89135 3.45773 -0.71792 -0.634 -1.953 0.858 -0.19
O -3.03633 2.58267 -0.92106 -1.214 0.208 0.886 -0.20
C -3.75002 2.14172 0.31026 1.251 0.149 -0.832 -0.07
H -1.71287 4.08752 -4.61336 0.178 0.333 -0.453 0.09
H -0.67835 2.67472 -4.98145 -0.022 0.001 0.196 0.09
H 0.08238 4.11594 -4.23276 0.035 0.476 -0.891 0.09
H -2.15136 4.70636 -2.32395 -0.063 0.178 -0.636 0.12
H -0.47556 4.64861 -1.80033 0.174 0.099 0.224 0.13
H -2.17291 4.26126 -0.03735 0.078 0.337 -0.104 0.12
H -1.18253 2.82043 -0.18921 0.570 0.175 -0.007 0.12
H -4.35341 2.87550 0.84466 0.307 0.719 -0.360 0.08
H -3.02950 1.72953 1.01670 0.201 0.047 0.072 0.08
H -4.45632 1.33821 0.10145 0.285 0.012 -0.738 0.08
C -2.88275 -6.71470 7.35336 1.362 -0.187 0.402 -0.09
O -2.22625 -5.56215 6.84102 -1.938 -0.297 -0.460 -0.20
C -0.92916 -5.26278 7.26396 -0.664 0.632 -1.324 -0.21
C -0.54662 -4.06145 6.35218 -0.738 0.382 3.379 -0.17
O -1.44265 -2.98120 6.71750 0.607 0.070 -0.786 -0.20
C -1.07185 -1.76112 6.06125 -0.497 -0.925 -0.260 -0.11
H -3.91995 -6.86835 7.05552 0.228 0.624 -0.737 0.09
H -2.93913 -6.72290 8.44187 0.326 0.164 0.314 0.08
H -2.26204 -7.55012 7.02949 -0.310 -0.582 0.142 0.08
H -0.22032 -6.05884 7.03607 0.124 -0.395 0.180 0.12
H -0.95610 -5.03666 8.32991 0.435 0.270 0.091 0.13
H -0.58517 -4.37085 5.30772 0.175 0.354 -0.044 0.13
H 0.38486 -3.71602 6.80064 0.865 -0.225 -1.046 0.12
H -0.07391 -1.37681 6.27221 0.195 -0.184 0.589 0.08
H -1.82204 -1.01617 6.32651 0.085 -0.059 -0.128 0.09
H -1.06203 -1.97212 4.99191 -0.272 0.368 -0.315 0.08
C 9.44267 1.28672 -7.48840 -1.246 0.084 -0.405 -0.10
O 8.52626 0.78502 -6.51651 1.078 0.017 1.177 -0.20
C 7.13055 0.97162 -6.69183 0.493 0.532 -0.895 -0.18
C 6.61755 2.44581 -6.52498 0.181 -1.436 0.329 -0.19
O 6.68759 2.75778 -5.12702 -0.142 1.439 -0.609 -0.18
C 6.57948 4.17315 -4.87565 0.808 -0.192 1.258 -0.11
H 10.11835 2.00431 -7.02299 -0.051 -0.004 -0.152 0.09
H 8.89806 1.71593 -8.32940 -0.197 0.763 0.097 0.08
H 9.99320 0.52585 -8.04166 0.262 -0.618 0.767 0.08
H 6.60597 0.31864 -5.99430 0.245 0.093 0.168 0.12
H 7.04397 0.53195 -7.68545 -1.354 0.524 -0.413 0.12
H 5.57685 2.55620 -6.82970 -0.207 -0.337 -0.230 0.12
H 7.18469 3.08536 -7.20131 0.419 0.401 0.398 0.11
H 7.50830 4.69179 -5.11314 -0.047 0.049 -0.903 0.08
H 6.56259 4.37320 -3.80430 -0.128 -0.827 0.368 0.08
H 5.69163 4.72488 -5.18455 -0.120 -0.488 -0.947 0.08
Cl 3.28002 -1.81081 0.51078 -0.009 -0.435 0.159 0.55
C 2.51728 -0.50076 -0.37999 1.100 1.654 -0.022 -0.66
C 3.33925 0.80987 -0.21710 -0.818 0.329 -0.843 -0.68
Cl 3.43800 1.46689 1.43224 0.131 -0.332 -0.013 0.52
H 1.49229 -0.35056 -0.04097 0.147 -0.165 -0.061 0.07
H 2.57815 -0.70941 -1.44810 -0.323 -0.271 0.097 0.07
H 2.85536 1.60197 -0.78853 -0.517 -0.114 0.032 0.06
H 4.31054 0.80408 -0.71171 0.269 -0.657 0.634 0.07
Cl -5.44932 -1.35729 -6.13289 -0.470 0.014 0.147 0.54
C -4.59677 -0.67300 -4.73436 0.988 -0.163 0.523 -0.66
C -3.67320 -1.74997 -4.12173 -0.848 0.068 -0.415 -0.68
Cl -2.48728 -2.27857 -5.30300 0.808 -0.132 -0.409 0.54
H -5.26225 -0.31609 -3.94833 -0.340 -0.123 -0.307 0.07
H -4.05590 0.17965 -5.14491 0.188 -0.123 0.304 0.06
H -4.27332 -2.64117 -3.93808 -0.058 0.165 0.302 0.06
H -3.13750 -1.46574 -3.21600 -0.249 0.327 -0.127 0.07
Cl -8.22290 -2.76415 6.66753 -1.401 -0.703 -1.072 0.60
C -6.94121 -1.86104 7.34746 1.265 1.136 0.995 -0.77
C -7.19611 -0.35064 7.39115 -0.250 -1.094 0.269 -0.66
Cl -5.96967 0.35524 8.45793 0.364 0.304 -0.007 0.55
H -6.02438 -2.00109 6.77483 -0.001 -0.436 0.282 0.07
H -6.87415 -2.21572 8.37596 0.545 0.038 -0.151 0.06
H -8.14255 -0.19750 7.90972 -0.092 0.393 -0.626 0.06
H -7.08696 0.04626 6.38187 -0.411 0.352 0.310 0.07
```
Forces are in eV/Å.

The value obtained for the largest force on an atom is 3.48 eV/Å. The net charge is 0. The calculation puts the HOMO energy at -9.59 eV. Its SMILES is COCCOC.COCCOC.COCCOC.ClCCCl.ClCCCl.ClCCCl. The LUMO energy comes out at 0.00979 Eh. As for the spin multiplicity: 1. Its energy above the lowest of the compared OMol25 structures with the same formula, charge and spin is 152.5 kJ/mol. Its total energy is -106761.1070 eV. Its HOMO-LUMO gap is 0.362 Ha.

---

The following is a DFT calculation (wB97M-V/def2-TZVPD) of 5 unconnected molecules or ions with the total composition C68H57BBrNO13P.

```
142
Properties=species:S:1:pos:R:3:forces:R:3:lowdin_charge:R:1
C -1.98327 -0.28843 -3.87854 -0.688 -1.053 0.120 -0.06
B -1.43884 1.03519 -4.73734 0.162 -0.014 -1.520 -0.31
O -1.45530 1.02560 -6.21911 -1.299 -1.755 3.014 0.03
C -0.93744 2.34512 -3.81640 0.771 -1.858 -2.404 -0.36
N -1.60007 2.03469 -2.49510 -2.762 5.704 0.844 0.07
C -2.67931 2.84010 -2.23786 1.824 -1.228 0.292 -0.26
C -2.66379 3.69414 -0.79990 -0.488 -2.016 0.052 -0.08
C -4.02003 3.02328 -3.16197 0.400 1.897 -0.060 -0.06
O -1.15250 3.64108 -4.47821 0.275 -2.307 1.862 -0.32
P -0.17301 4.89159 -3.72910 0.379 3.519 1.283 0.40
O 0.84435 3.72618 -2.85996 -0.526 -3.106 -1.534 -0.37
C 0.70608 2.37880 -3.50705 0.979 1.691 0.223 -0.30
C 1.33152 1.27271 -2.47313 -0.699 0.779 1.800 -0.08
O 2.32664 0.35875 -3.06378 -2.263 -2.873 -1.308 -0.15
C 1.71087 -0.87254 -3.58517 0.019 -1.536 -6.021 -0.25
C 1.02860 -2.05284 -2.62303 -0.168 1.581 0.033 -0.03
O 1.70282 -1.15464 -4.91551 0.441 2.218 8.490 -0.04
C 1.65251 2.46941 -4.85319 0.037 -0.454 -1.573 -0.16
C 3.15632 3.07042 -4.59444 0.403 -1.315 0.593 -0.63
C 4.38035 2.01266 -4.94108 0.604 1.010 0.710 -0.18
Br 3.44889 4.65858 -5.83974 -0.151 -0.686 0.749 0.54
H -1.30941 -0.54854 -2.95194 -1.331 0.680 -1.774 0.05
H -2.05773 -1.26265 -4.53620 0.201 1.721 1.115 0.07
H -3.08029 -0.12117 -3.44013 2.369 -0.174 -0.916 0.09
H -1.94509 0.17910 -6.49724 1.248 1.832 0.570 0.10
H -3.24092 3.00524 -0.03423 0.901 1.492 -1.214 0.07
H -1.55365 3.76405 -0.41696 -2.328 0.043 -1.112 0.09
H -3.21018 4.72598 -0.88759 1.187 -2.053 0.016 0.07
H -4.96720 2.52374 -2.65317 2.205 0.736 -0.983 0.09
H -3.88796 2.72718 -4.29267 -0.149 0.287 2.425 0.09
H -4.25959 4.19295 -3.16769 0.487 -2.458 -0.034 0.09
H 0.67462 5.89301 -3.07003 -0.054 0.232 -0.059 -0.06
H 0.72443 5.11525 -4.83600 -0.249 -1.286 -0.140 -0.06
H -0.99942 5.97768 -4.27382 -0.075 -0.248 -0.408 -0.07
H -1.00768 5.09456 -2.55345 -0.326 -1.178 -0.063 -0.04
H 1.90885 1.87184 -1.61766 -1.199 -1.193 -2.026 0.15
H 0.54281 0.60499 -1.91900 1.107 1.574 -1.171 0.12
H 0.03716 -2.37037 -3.18805 2.306 0.586 1.215 0.08
H 0.74286 -1.55047 -1.59975 0.569 -1.242 -1.900 0.09
H 1.76338 -2.95477 -2.44949 -1.390 1.982 -0.520 0.10
H 1.16124 3.15996 -5.69437 0.768 -1.543 2.293 0.10
H 1.80605 1.41571 -5.39164 -0.437 2.112 1.371 0.12
H 3.35772 3.46255 -3.51015 -0.819 -0.493 -2.265 0.11
H 5.22369 2.65883 -5.47707 -1.812 -1.736 0.949 0.05
H 4.04163 1.08093 -5.56996 0.688 1.938 1.288 0.09
H 4.86325 1.69877 -3.89602 -1.162 0.288 -2.299 0.07
C -2.44345 10.13799 -3.65145 -0.148 -0.099 0.234 -0.04
C -2.64033 11.51307 -3.52738 -0.207 -0.009 0.368 -0.06
C -3.31975 12.02413 -2.42036 0.159 -0.071 -0.263 0.00
C -3.81488 11.15610 -1.43962 0.227 0.126 -0.458 -0.09
C -3.63946 9.77962 -1.57615 0.325 0.084 -0.555 -0.08
C -2.94187 9.26989 -2.67899 0.064 0.090 -0.176 0.02
C -4.20055 8.85148 -0.57324 0.346 -1.557 -0.348 -0.27
O -4.04383 7.64239 -0.69058 -0.203 0.805 0.162 0.10
C -4.96020 9.40066 0.56756 -0.422 -0.057 0.622 -0.08
C -5.54695 8.52932 1.49455 -0.191 0.122 0.286 0.01
C -6.25579 9.04069 2.58375 0.234 -0.032 -0.349 -0.06
C -6.37251 10.41977 2.75520 0.191 0.148 -0.308 -0.07
C -5.79378 11.29003 1.83024 -0.156 -0.223 0.224 0.00
C -5.09451 10.77883 0.72887 -0.352 -0.124 0.582 -0.09
C -4.51663 11.70691 -0.26314 -0.006 1.406 -0.029 -0.28
O -4.62271 12.91901 -0.11570 -0.001 -0.632 -0.003 0.09
H -1.90594 9.74032 -4.50950 -0.097 0.005 0.207 0.11
H -2.26292 12.18868 -4.29177 -0.063 -0.110 0.155 0.10
H -3.46517 13.09913 -2.32754 -0.035 -0.296 0.148 0.12
H -2.78918 8.19732 -2.78531 -0.061 0.195 0.133 0.13
H -5.45781 7.45132 1.36974 0.108 0.301 -0.125 0.12
H -6.71505 8.36224 3.29948 0.101 0.106 -0.143 0.10
H -6.91845 10.81847 3.60749 0.104 -0.054 -0.160 0.10
H -5.89323 12.36545 1.96798 0.119 -0.243 -0.202 0.12
C -1.51494 -8.49452 2.97486 0.092 -0.047 -0.388 -0.06
C -1.46519 -7.10899 3.12601 0.084 0.130 -0.298 -0.05
C -1.18669 -6.29612 2.02604 -0.062 -0.174 0.266 0.01
C -0.94500 -6.87136 0.77258 -0.116 -0.101 0.635 -0.08
C -0.97051 -8.25781 0.62682 -0.156 -0.067 0.601 -0.09
C -1.26765 -9.07105 1.72821 -0.047 0.135 0.292 0.00
C -0.66827 -8.87775 -0.67947 -0.028 -1.372 -0.159 -0.28
O -0.69396 -10.09543 -0.80919 0.011 0.632 0.078 0.09
C -0.32631 -8.01002 -1.82410 0.198 0.049 -0.611 -0.09
C 0.01886 -8.58671 -3.05338 0.079 0.193 -0.282 0.00
C 0.33066 -7.77307 -4.14475 -0.120 -0.137 0.390 -0.06
C 0.28969 -6.38515 -4.01483 -0.089 0.060 0.324 -0.05
C -0.04838 -5.80800 -2.78991 0.084 -0.142 -0.249 0.01
C -0.34744 -6.62261 -1.68977 0.159 0.074 -0.636 -0.08
C -0.66890 -6.00283 -0.38904 -0.027 1.571 0.121 -0.28
O -0.70061 -4.78313 -0.27278 0.039 -0.799 -0.072 0.10
H -1.74106 -9.12759 3.83009 0.041 0.105 -0.166 0.11
H -1.64542 -6.66039 4.10041 -0.016 -0.028 -0.168 0.10
H -1.15463 -5.21496 2.15043 0.005 -0.252 -0.209 0.12
H -1.30276 -10.15358 1.61897 0.067 0.285 -0.154 0.12
H 0.05013 -9.66947 -3.16410 -0.076 0.259 0.205 0.12
H 0.60351 -8.22298 -5.09692 -0.058 0.071 0.190 0.11
H 0.52547 -5.75109 -4.86677 -0.042 -0.085 0.183 0.11
H -0.07351 -4.72371 -2.69468 -0.038 -0.310 0.143 0.09
C 10.53595 -3.92404 -2.88761 -0.334 0.174 0.030 -0.06
C 10.93913 -4.02457 -1.55632 -0.308 0.154 0.198 -0.07
C 10.11195 -3.54749 -0.53826 0.238 -0.136 -0.245 0.00
C 8.88226 -2.95660 -0.85318 0.562 -0.273 -0.251 -0.09
C 8.49031 -2.83393 -2.18564 0.604 -0.331 -0.161 -0.08
C 9.31393 -3.32933 -3.20492 0.293 -0.132 0.087 0.01
C 7.21818 -2.16789 -2.53230 -0.587 0.228 -1.431 -0.28
O 6.87148 -2.06290 -3.70234 0.296 -0.129 0.737 0.10
C 6.37483 -1.62285 -1.44982 -0.535 0.340 0.171 -0.08
C 5.19464 -0.93796 -1.76752 -0.193 0.093 0.178 0.02
C 4.38439 -0.43094 -0.74932 0.201 -0.125 -0.106 -0.04
C 4.74434 -0.61397 0.58553 0.384 -0.231 -0.046 -0.05
C 5.92232 -1.29095 0.90476 -0.254 0.155 -0.056 0.00
C 6.74401 -1.78778 -0.11569 -0.433 0.247 0.240 -0.09
C 8.00584 -2.47098 0.23126 0.197 -0.070 1.406 -0.28
O 8.32526 -2.62820 1.40406 -0.101 0.043 -0.643 0.09
H 11.17641 -4.30413 -3.68049 -0.132 0.078 0.130 0.10
H 11.89730 -4.47663 -1.30987 -0.180 0.078 -0.025 0.10
H 10.43093 -3.63407 0.49912 -0.251 0.091 -0.205 0.12
H 9.00830 -3.24935 -4.24667 -0.084 0.087 0.313 0.12
H 4.90476 -0.79352 -2.80709 0.155 -0.082 0.191 0.12
H 3.47110 0.10510 -0.99839 0.237 -0.137 -0.039 0.09
H 4.10969 -0.22544 1.37906 0.127 -0.069 -0.144 0.11
H 6.19935 -1.42574 1.94901 0.095 -0.045 -0.318 0.12
C -6.22439 -3.64215 9.59493 0.364 -0.040 0.073 -0.06
C -6.27154 -3.92770 8.23065 0.364 -0.092 -0.072 -0.06
C -5.10472 -4.27939 7.55011 -0.296 0.073 0.129 0.01
C -3.88394 -4.33399 8.23362 -0.620 0.134 0.014 -0.08
C -3.83285 -4.02458 9.59221 -0.631 0.090 0.004 -0.09
C -5.00791 -3.68904 10.27731 -0.265 0.015 -0.165 0.01
C -2.54303 -4.03063 10.31222 0.043 0.324 1.414 -0.28
O -2.49779 -3.76241 11.50647 -0.027 -0.161 -0.685 0.10
C -1.30832 -4.35580 9.57070 0.670 -0.053 -0.012 -0.09
C -0.07164 -4.30880 10.22740 0.294 -0.079 -0.161 0.01
C 1.09959 -4.62784 9.53693 -0.402 0.057 0.098 -0.06
C 1.03860 -5.00280 8.19508 -0.359 0.015 -0.081 -0.06
C -0.19138 -5.04504 7.53690 0.270 0.019 0.166 0.01
C -1.36606 -4.71128 8.22396 0.644 -0.096 -0.024 -0.08
C -2.65787 -4.72435 7.50952 -0.056 -0.370 -1.427 -0.28
O -2.71181 -5.04928 6.32897 0.038 0.149 0.682 0.09
H -7.13520 -3.37703 10.12734 0.184 -0.045 -0.085 0.11
H -7.21762 -3.87877 7.69613 0.191 -0.020 0.084 0.11
H -5.15000 -4.50607 6.48618 0.188 0.016 0.272 0.12
H -4.97789 -3.45952 11.34102 0.179 -0.069 -0.270 0.12
H -0.01563 -4.02013 11.27580 -0.203 -0.068 -0.264 0.12
H 2.05935 -4.58563 10.04738 -0.197 -0.003 -0.082 0.11
H 1.94999 -5.25838 7.65893 -0.189 0.052 0.083 0.11
H -0.23067 -5.33394 6.48791 -0.158 0.117 0.263 0.12
```
Forces are in eV/Å.

The value obtained for the largest force on an atom is 8.79 eV/Å. The net charge is -1. The calculation puts the HOMO energy at -3.70 eV. The LUMO energy comes out at -0.01139 Eh. As for the spin multiplicity: 1. Its total energy is -179551.1748 eV. Its HOMO-LUMO gap is 0.125 Ha.